Record 1
Below is a molecular structure, C24H43FeNO2P2, with properties calculated with wB97M-V/def2-TZVPD.

Structure (XYZ):
```
73
Properties=species:S:1:pos:R:3:forces:R:3
Fe -0.50057 1.99036 -0.66534 -0.25 -0.85 4.67
C 0.20496 0.87553 1.96817 -0.53 0.47 -0.41
C 1.33946 1.46205 1.37402 -0.70 0.79 -0.16
C -0.40692 3.00254 1.26309 0.79 -1.29 -0.28
C -0.88019 1.78816 1.88097 1.10 0.79 -0.38
C 0.99786 2.78224 0.92448 -1.05 -0.68 -0.10
C 0.21189 -0.45563 2.62177 0.08 -0.56 -0.08
H 0.44990 -1.24273 1.88900 -0.04 0.00 0.20
H -0.74701 -0.70610 3.07915 0.19 0.08 -0.05
H 0.98504 -0.50895 3.40223 -0.18 0.01 -0.14
C -2.21756 1.65610 2.49909 -0.59 -0.21 0.19
H -2.39818 0.62722 2.83420 -0.08 0.31 -0.04
H -3.02230 1.94284 1.80535 0.13 -0.11 0.21
H -2.29976 2.31903 3.37381 -0.02 -0.21 -0.17
C -1.10954 4.30628 1.25903 -0.16 0.64 -0.03
H -0.49998 5.05031 1.78858 -0.33 0.04 -0.01
H -2.09111 4.21424 1.73953 0.25 0.19 -0.05
H -1.27545 4.66276 0.23586 -0.01 0.27 0.35
C 1.97480 3.85530 0.62836 0.19 0.66 -0.01
H 1.96830 4.55428 1.48115 0.25 -0.03 -0.33
H 1.70282 4.42036 -0.27186 0.23 0.01 0.38
H 2.99555 3.46863 0.50434 -0.31 0.18 0.00
C 2.69236 0.85633 1.39759 0.41 -0.37 -0.11
H 3.05166 0.74743 2.43409 -0.11 0.03 -0.29
H 3.43213 1.45366 0.85119 -0.16 -0.19 0.10
H 2.66892 -0.15710 0.96352 0.17 0.20 0.18
C -0.17432 -4.21767 2.04821 0.41 0.03 0.25
C 1.16443 -4.21380 2.01314 -0.70 0.08 0.03
C 1.96548 -4.65162 0.82073 0.62 -0.09 -0.10
C 2.15682 -3.59794 -0.29208 0.03 -0.32 -0.24
C 0.94992 -3.37835 -1.20620 0.18 0.69 0.06
C -0.26301 -3.00179 -0.81654 0.76 -2.10 -0.93
C -1.39262 -3.45738 -0.00063 -0.27 0.94 0.78
C -1.06521 -4.66029 0.93279 -0.35 0.23 -0.39
H 1.53851 -5.55519 0.36537 0.12 0.15 0.12
H 2.97675 -3.93217 -0.95175 -0.17 0.12 0.38
H 2.97430 -4.89997 1.18197 -0.26 -0.14 -0.13
H -0.62762 -5.47471 0.34717 -0.03 0.17 0.00
H -0.75214 -3.84731 2.90287 0.85 -0.22 -0.03
H 1.74973 -3.91133 2.88447 -0.33 0.14 -0.15
H -2.00481 -5.03509 1.36187 0.16 0.07 -0.18
H -1.67055 -2.57455 0.61489 -0.20 -0.49 0.05
H -1.23293 3.25151 -1.39378 0.36 -0.58 0.41
H -2.27980 -3.65602 -0.63323 0.37 -0.12 0.11
H 2.47527 -2.63152 0.15300 -0.14 -0.35 -0.15
H 1.22074 -3.27726 -2.27703 -0.13 0.11 0.44
P -0.50888 -0.62896 -1.23345 -0.13 -2.28 -0.66
P 0.02710 2.59868 -2.46527 0.96 0.89 -4.08
C 1.15833 0.04437 -1.69367 -0.20 1.39 0.65
C 1.06352 1.10747 -2.82223 0.81 -0.62 -0.09
H 1.74996 -0.84517 -2.01621 -0.66 0.31 0.21
H 1.63972 0.44026 -0.77263 -0.19 -0.22 -0.75
H 2.06827 1.46506 -3.07085 -0.04 -0.12 -0.16
H 0.64006 0.61819 -3.70592 0.10 0.22 0.03
C -1.08083 2.70137 -3.91450 -0.28 0.03 -0.09
H -1.89292 3.41187 -3.70200 0.25 -0.18 -0.10
H -1.53139 1.72545 -4.14650 0.13 0.33 0.10
H -0.52110 3.06476 -4.78848 -0.18 -0.26 0.23
C 1.17829 3.97349 -2.79998 0.13 0.48 0.22
H 1.05188 4.32826 -3.83544 0.07 -0.21 0.41
H 2.21579 3.62983 -2.66030 -0.42 0.21 0.04
H 0.99291 4.81859 -2.12246 0.06 -0.22 -0.29
C -2.00962 0.02447 -0.39732 -0.15 1.28 0.47
H -2.88297 -0.41949 -0.90703 0.62 0.07 -0.06
H -2.17962 1.13646 -0.44640 -0.85 -0.49 0.27
H -2.00344 -0.30034 0.65624 -0.02 0.41 -0.50
C -1.18596 -1.08693 -2.88592 -0.18 0.37 -0.12
H -0.37875 -1.43957 -3.54637 -0.25 0.11 0.26
H -1.69871 -0.23260 -3.35285 0.11 -0.38 -0.09
H -1.90355 -1.91375 -2.76170 0.26 0.35 0.01
O -2.75822 -1.74419 3.54336 1.12 -3.01 -1.24
N -2.65333 -2.93463 3.19862 -4.60 1.52 2.16
O -3.53257 -3.78565 3.33268 2.98 1.56 -0.80
```
Forces are in eV/Å.

Values from the calculation:
orbital gap (spin up / spin down) = 0.20762 / 0.17325 hartree
2S+1 = 6
ΔE to the lowest compared entry with this formula, charge and spin = 106.18 kcal per mole
expectation value of S² = 8.862
charge = +1
LUMO energy (spin up / spin down) = -0.1350 / -0.1856 hartree

Atomic partial charges in e from the Mulliken method, atoms 1 to 8: Fe -0.16; C 1.39; C -0.32; C -0.19; C 0.21; C 1.55; C -1.26; H -0.05

=====

Record 2
Below is a molecular structure, C24H43IP2Ti, with properties calculated with wB97M-V/def2-TZVPD.

Structure (XYZ):
```
71
Properties=species:S:1:pos:R:3:forces:R:3
Ti -0.45186 -2.20877 0.90901 0.46 -1.08 0.23
C -1.03660 -4.20321 2.04790 -0.06 0.23 -0.89
C -2.11625 -3.61608 1.29436 0.91 -1.09 -1.32
C -0.36241 -4.09829 -0.19254 -1.53 -0.17 0.87
C 0.05241 -4.47153 1.14791 -1.10 0.01 -0.23
C -1.73979 -3.63065 -0.11463 0.58 -0.93 0.97
C -1.06605 -4.50547 3.49935 0.29 0.15 0.45
H -1.88747 -3.99920 4.01686 0.09 -0.15 -0.14
H -0.12353 -4.19138 3.98333 -0.18 -0.23 -0.01
H -1.16158 -5.58491 3.68825 0.00 0.24 -0.21
C 1.33749 -5.12187 1.52376 0.56 0.17 0.03
H 1.89189 -4.53879 2.28208 -0.16 -0.22 -0.13
H 1.95912 -5.23361 0.62673 -0.03 -0.13 0.33
H 1.17502 -6.11632 1.97659 -0.08 0.41 -0.25
C 0.50355 -4.09968 -1.40440 0.39 -0.05 -0.52
H 0.44524 -5.05954 -1.93971 0.00 0.22 0.18
H 1.56288 -3.94417 -1.15001 -0.29 -0.07 -0.05
H 0.21926 -3.32107 -2.12668 0.00 -0.19 0.18
C -2.60863 -3.21776 -1.24934 -0.25 0.14 -0.46
H -3.18288 -4.08384 -1.61575 0.20 0.25 0.08
H -2.01523 -2.83333 -2.08905 -0.21 -0.10 0.11
H -3.34179 -2.45051 -0.96481 0.19 -0.23 -0.06
C -3.40704 -3.15426 1.86197 -0.31 0.07 0.05
H -4.17623 -3.92453 1.71916 0.09 0.19 0.05
H -3.74440 -2.23878 1.36956 -0.16 -0.11 0.06
H -3.31653 -2.96063 2.93413 -0.10 -0.04 -0.18
C 0.90678 -1.06138 2.20101 -0.59 0.72 2.48
C -0.24341 -1.28047 2.97293 2.81 1.36 0.74
C -1.38912 -0.33876 3.15597 -0.72 -0.04 0.01
C -1.89674 0.36402 1.87715 -0.35 0.35 0.50
C -1.73571 -0.40343 0.58879 1.04 1.63 -2.24
C -0.59533 -0.32301 -0.25780 -2.35 1.31 -0.08
C 0.72130 0.36191 0.01605 0.41 -0.78 -0.32
C 1.28476 0.20108 1.43768 0.26 0.22 0.31
H -1.12614 0.44251 3.88916 0.19 -0.35 -0.11
H -1.45209 1.37300 1.80702 0.01 -0.51 -0.25
H -2.22495 -0.88608 3.62054 0.33 0.10 -0.15
H 1.04986 1.10657 2.01756 -0.17 -0.45 0.12
H 1.72035 -1.77067 2.40466 -0.15 -0.15 0.00
H -0.12447 -2.03089 3.75934 0.03 -0.46 -0.30
H 2.38055 0.18415 1.35962 -0.30 0.02 0.04
H 1.46989 -0.00779 -0.70016 -0.28 -0.18 0.07
H -0.77260 -0.54023 -1.32055 0.03 -0.29 0.39
H 0.69669 1.42810 -0.25936 -0.45 -0.01 0.01
H -2.97960 0.53032 2.01538 0.46 -0.02 -0.11
H -2.68743 -0.68587 0.10907 0.70 -0.18 0.12
P 1.38015 3.76061 -0.95227 0.14 0.59 0.19
P 0.99847 3.88831 -3.94989 0.35 0.91 -0.83
C 1.61481 5.46338 -1.70940 -0.07 -0.42 0.16
C 1.97067 5.30336 -3.17789 -0.17 -0.43 -0.24
H 2.41368 5.96261 -1.14835 -0.22 0.08 -0.07
H 0.69213 6.04219 -1.57247 0.15 -0.17 -0.09
H 1.77839 6.21479 -3.75417 0.11 -0.07 0.06
H 3.03245 5.05249 -3.29583 -0.13 0.03 0.04
C 1.80835 4.06540 -5.59934 -0.20 -0.08 -0.19
H 1.35814 3.36003 -6.30580 0.16 0.12 0.03
H 2.87369 3.82481 -5.48943 -0.25 0.00 -0.08
H 1.71365 5.08224 -6.00026 0.04 -0.17 0.05
C -0.58039 4.82262 -4.25749 0.08 -0.22 -0.01
H -0.39028 5.82850 -4.65817 -0.05 -0.24 0.11
H -1.14555 4.90055 -3.31734 0.06 0.01 -0.29
H -1.17921 4.25547 -4.98395 0.05 0.18 0.24
C 3.02113 3.67365 -0.11026 -0.15 -0.02 0.26
H 3.06367 2.78287 0.52868 0.14 0.20 -0.04
H 3.21068 4.57733 0.48264 0.03 -0.25 0.01
H 3.80846 3.58742 -0.87191 -0.24 -0.03 0.15
C 0.19395 4.26479 0.35178 0.14 0.06 0.39
H -0.74800 4.55482 -0.13231 0.22 -0.11 0.08
H 0.56823 5.11752 0.92761 -0.15 -0.13 0.10
H -0.01281 3.41996 1.01837 -0.02 0.18 0.08
I 2.14434 -3.66065 5.24936 -0.19 0.37 -0.50
```
Forces are in eV/Å.

Values from the calculation:
orbital gap (spin up / spin down) = 0.11932 / 0.12606 hartree
2S+1 = 2
ΔE to the lowest compared entry with this formula, charge and spin = 14.96 kcal per mole
expectation value of S² = 0.760
charge = +1
LUMO energy (spin up / spin down) = -0.2221 / -0.2115 hartree

Atomic partial charges in e from the Mulliken method, atoms 1 to 8: Ti -0.80; C 0.73; C 0.52; C 0.58; C 0.32; C 0.75; C -0.82; H 0.26

=====

Record 3
Below is a molecular structure, C24H43IrN2P3SSe, with properties calculated with wB97M-V/def2-TZVPD.

Structure (XYZ):
```
75
Properties=species:S:1:pos:R:3:forces:R:3
Ir 0.20993 0.12654 -0.45422 1.55 0.40 3.40
P 2.14256 -1.43349 -1.51139 2.15 -0.94 -0.79
P -0.32572 2.11823 -1.49197 -0.38 2.91 -1.11
P -1.09310 -1.09243 -1.75234 -1.39 -2.70 -3.17
H -0.47575 -0.55996 2.30570 -0.20 0.18 -0.29
C -0.53061 -1.06554 1.34153 0.92 -1.21 0.70
C 0.65657 -1.70573 0.88761 -1.06 0.41 0.56
H 1.57550 -1.57896 1.47077 -0.31 0.14 -0.44
C 3.73696 -1.48066 -0.57997 -0.11 0.22 0.35
C 2.80224 -1.04326 -3.18853 -0.09 0.22 -0.17
C 1.95271 -3.26418 -1.72214 -0.58 0.02 0.08
C -1.93488 2.87840 -1.00705 -0.27 -0.49 0.06
C 0.65104 3.65989 -1.14808 0.33 -0.18 0.10
C -0.42563 2.14136 -3.34313 -0.07 0.18 0.21
C -1.41882 -2.83433 -1.27967 -0.21 -0.01 -0.13
C -0.62991 -1.30508 -3.52474 -0.32 -0.10 -0.08
C -2.80352 -0.46873 -1.92105 -0.15 0.05 0.33
H -1.46889 -1.61063 1.17418 0.29 0.53 -0.13
H 0.53833 -2.67515 0.41065 0.06 0.41 -0.09
H 3.55812 -1.53533 0.49892 0.12 0.01 -0.15
H 4.36467 -0.60171 -0.78507 -0.28 -0.26 0.03
H 4.27485 -2.38713 -0.88934 -0.09 0.33 0.07
H 3.46809 -0.17211 -3.13184 -0.21 -0.52 -0.08
H 1.99160 -0.82606 -3.88894 0.20 -0.02 0.00
H 3.35958 -1.91587 -3.56353 -0.16 0.28 0.16
H 1.59760 -3.73915 -0.80211 0.13 -0.03 -0.27
H 2.94427 -3.67253 -1.94641 -0.20 0.18 -0.03
H 1.27913 -3.51721 -2.55139 0.21 0.03 0.26
H -2.05974 3.85422 -1.50305 0.08 -0.42 0.12
H -1.91888 3.03003 0.08295 0.01 0.13 -0.36
H -2.78156 2.22965 -1.26277 0.15 0.26 0.04
H 0.04304 4.54144 -1.39630 0.13 -0.37 -0.05
H 1.59090 3.71343 -1.71125 -0.36 -0.01 0.20
H 0.88334 3.70386 -0.07775 -0.01 -0.01 -0.17
H -0.52518 3.18792 -3.67396 0.02 -0.34 0.16
H -1.30146 1.58624 -3.70281 0.25 0.14 0.10
H 0.47186 1.72248 -3.81679 -0.19 0.07 0.11
H -2.20886 -3.20190 -1.95027 0.24 -0.04 0.20
H -1.78418 -2.90558 -0.25029 0.04 -0.12 -0.26
H -0.53484 -3.47104 -1.40150 -0.33 0.24 0.06
H -1.51996 -1.68496 -4.04440 0.25 0.01 -0.01
H 0.18454 -2.03026 -3.65899 -0.33 0.25 0.11
H -0.34726 -0.35050 -3.98114 -0.05 -0.32 0.14
H -3.41139 -1.29494 -2.31901 0.13 0.32 0.05
H -2.85838 0.38894 -2.60220 -0.01 -0.22 0.21
H -3.20272 -0.19184 -0.93044 0.04 -0.15 -0.62
C -4.33849 0.23526 2.76689 1.33 -0.20 -0.42
C -3.75779 -0.81439 3.50667 0.15 -0.99 0.95
C -4.46756 -1.42568 4.54860 0.97 0.11 -0.68
C -5.75913 -0.99279 4.88801 0.25 0.02 -0.19
C -6.32326 0.07123 4.17418 0.18 0.57 -0.66
C -5.62521 0.68795 3.13674 -0.69 0.11 0.00
Se -3.39498 0.98679 1.25579 -1.02 0.20 1.22
H -1.87946 0.56745 1.17902 -1.25 -0.09 0.63
H -2.74651 -1.15375 3.24898 -0.52 0.05 0.25
H -4.01024 -2.24885 5.10052 -0.11 0.27 -0.19
H -6.30786 -1.47872 5.69705 0.15 0.18 -0.26
H -7.31883 0.41741 4.43212 0.14 0.06 -0.09
H -6.06819 1.51298 2.59377 -0.13 0.00 0.06
N 3.00050 1.74791 -1.97295 -0.01 -0.04 0.81
C 3.04933 1.66265 -0.61444 0.50 0.65 -0.07
N 2.16251 1.13696 0.22220 0.37 0.18 -1.28
C 2.65452 1.16493 1.53792 1.29 0.09 0.51
C 2.12481 0.56080 2.68311 0.27 0.15 -0.29
C 2.91163 0.44213 3.83336 -0.16 0.24 -0.34
C 4.19417 0.99909 3.89515 -0.24 0.15 -0.57
C 4.70365 1.67710 2.78278 -0.21 -0.14 0.33
C 3.94189 1.75575 1.62615 -0.45 -0.76 0.65
S 4.50237 2.33678 0.09492 -0.76 -0.35 -0.09
H 3.77165 2.23020 -2.42481 -0.41 -0.13 -0.07
H 2.15246 1.59121 -2.48928 0.08 -0.02 -0.01
H 1.11879 0.17017 2.63779 0.23 0.00 0.27
H 2.51554 -0.10939 4.68005 0.05 0.19 -0.03
H 4.78246 0.89685 4.79818 0.02 0.03 -0.10
H 5.69502 2.10558 2.77507 0.09 0.01 0.23
```
Forces are in eV/Å.

Values from the calculation:
orbital gap (spin up / spin down) = 0.21879 / 0.15693 hartree
2S+1 = 5
ΔE to the lowest compared entry with this formula, charge and spin = 34.54 kcal per mole
expectation value of S² = 6.033
charge = +3
LUMO energy (spin up / spin down) = -0.2948 / -0.4313 hartree

Atomic partial charges in e from the Mulliken method, atoms 1 to 8: Ir 2.11; P 0.91; P 0.74; P 0.79; H 0.91; C -1.72; C -1.73; H 0.41

=====

no.,electronic energy (hartree),strongest force on any atom (eV/A)
1,-3091.2729,5.3
2,-2769.7935,3.2
3,-4976.7517,4.4